No. 1
The following is a DFT calculation (ωB97M-V with the def2-TZVPD basis set) of a structure of composition C50H87InN13OTe in a non-equilibrium geometry.

Structure (XYZ):
```
153
C50H87InN13OTe (ωB97M-V with the def2-TZVPD basis set)
In -0.52242 -0.02907 -0.49256
C -3.53132 1.42847 3.12330
N -3.25537 2.69441 2.46251
C -4.36515 3.63226 2.44812
C -1.94496 3.09765 2.25821
N -1.07971 2.23872 1.81621
C 0.31462 2.57104 1.99087
C 1.10243 1.33786 2.39719
N 1.41017 0.36817 1.31435
C 1.64454 -0.96652 1.90438
C 0.39265 -1.68866 2.42111
N 0.07391 -2.75765 1.50147
C -0.50645 -3.83461 1.94166
N -1.22470 -3.92058 3.11114
C -1.22788 -5.11394 3.94248
C -2.11497 -2.86474 3.53723
N -0.38850 -4.99946 1.23519
C 0.80155 -5.27831 0.44525
C -1.46419 -5.97213 1.13929
C 2.60474 0.82977 0.57556
C 2.93858 0.22883 -0.79209
N 2.13430 0.75429 -1.88357
C 2.63040 1.01252 -3.05898
N 1.71161 1.57122 -4.01504
C 1.23996 0.60138 -4.99732
C 1.93621 2.90145 -4.58064
N 3.90359 0.81028 -3.50229
C 4.40616 1.45603 -4.71867
C 4.91345 0.01301 -2.80851
N -1.66759 4.41014 2.54793
C -2.21071 5.06686 3.72770
C -0.86051 5.25327 1.68550
H -3.68236 1.56872 4.19946
H -2.69567 0.75444 2.96669
H -4.44304 0.98454 2.71596
H -5.22337 3.15698 1.96751
H -4.10307 4.52071 1.87747
H -4.67823 3.93646 3.45127
H 0.45407 3.32811 2.76830
H 0.75499 2.97277 1.07141
H 0.52719 0.82615 3.16449
H 2.04917 1.66112 2.84810
H 2.37098 -0.86035 2.71999
H 2.08156 -1.60582 1.14014
H -0.42197 -0.95604 2.50720
H 0.58984 -2.07389 3.42835
H -0.39655 -5.75885 3.67251
H -1.10841 -4.81933 4.98664
H -2.15970 -5.68017 3.85602
H -2.19454 -2.11365 2.75692
H -1.77723 -2.38776 4.46176
H -3.11330 -3.27696 3.71564
H 1.34129 -4.35307 0.27290
H 0.52091 -5.71356 -0.51470
H 1.45920 -5.98802 0.96017
H -2.38190 -5.56905 1.56065
H -1.21943 -6.91034 1.64610
H -1.64692 -6.19762 0.08571
H 3.47732 0.64775 1.21688
H 2.51967 1.90762 0.43638
H 2.81490 -0.85917 -0.76190
H 3.99421 0.45154 -0.91124
H 1.99534 0.34450 -5.75007
H 0.37788 1.02009 -5.51932
H 0.92457 -0.30448 -4.48246
H 2.40452 3.55355 -3.84180
H 0.96290 3.32730 -4.83850
H 2.53502 2.90641 -5.49295
H 4.38061 2.54018 -4.65013
H 3.86362 1.13316 -5.60669
H 5.44474 1.16920 -4.84702
H 4.45456 -0.77603 -2.22879
H 5.55476 0.61951 -2.16486
H 5.53868 -0.46139 -3.56010
H -2.64159 4.33324 4.40523
H -2.96766 5.81558 3.47850
H -1.40026 5.57299 4.25512
H -1.45645 6.09819 1.32774
H -0.51375 4.69441 0.82161
H 0.00627 5.65494 2.21593
N -3.25744 0.18463 -0.48921
C -4.13785 0.49520 -1.62635
C -4.13939 1.95493 -2.04168
C -2.83850 2.53125 -2.62628
C -1.83490 3.17780 -1.65059
N -0.72309 2.29152 -1.26704
H -3.25963 0.92939 0.20587
H -3.61061 -0.65156 -0.03540
H -5.16474 0.22488 -1.38102
H -3.83546 -0.13093 -2.46925
H -4.46678 2.57134 -1.19680
H -4.91466 2.03291 -2.80528
H -3.11917 3.29802 -3.34950
H -2.32453 1.73409 -3.17304
H -2.34708 3.50047 -0.74053
H -1.43476 4.07778 -2.12598
H -0.12461 2.72203 -0.57441
H -0.13283 2.07790 -2.07476
C 2.20817 -2.27027 -9.38672
C 1.95750 -2.52415 -7.92720
C 0.69193 -2.40600 -7.37421
C 0.44276 -2.61467 -6.02027
C -0.98397 -2.52328 -5.54650
C 1.52418 -2.94190 -5.19295
Te 1.52139 -2.91969 -3.05538
N -0.21553 -2.30123 -2.25030
C -1.14435 -3.26909 -2.43708
O -0.89831 -4.33794 -3.01338
C -2.56040 -3.07739 -1.98328
C -2.88841 -2.79402 -0.66521
C -4.21985 -2.75690 -0.26904
C -5.23383 -2.95180 -1.19622
C -4.90780 -3.20780 -2.52158
C -3.57839 -3.29214 -2.90889
C 2.11570 -4.93988 -2.65904
C 2.99872 -5.08259 -1.57903
C 3.48255 -3.94986 -0.70011
C 3.45681 -6.35716 -1.26321
C 3.06611 -7.48004 -1.97935
C 3.57102 -8.84825 -1.61779
C 2.21920 -7.29521 -3.06480
C 1.74650 -6.04588 -3.44631
C 0.94207 -5.96285 -4.71606
C 2.81915 -3.10142 -5.72609
C 4.02213 -3.56324 -4.93335
C 3.00083 -2.89362 -7.08656
H 1.29319 -1.99704 -9.90920
H 2.62476 -3.15752 -9.86582
H 2.93173 -1.46385 -9.51696
H -0.14402 -2.15001 -8.01628
H -1.63714 -2.26540 -6.37874
H -1.11261 -1.77535 -4.76680
H -1.30591 -3.48024 -5.14073
H -2.09181 -2.67578 0.05715
H -4.46834 -2.59137 0.77586
H -6.27172 -2.91588 -0.88943
H -5.68988 -3.36960 -3.25266
H -3.32592 -3.53929 -3.93305
H 4.40679 -4.23819 -0.20273
H 3.68627 -3.03703 -1.25886
H 2.74625 -3.72392 0.07768
H 4.14193 -6.47026 -0.42968
H 4.20498 -8.81399 -0.73372
H 4.15194 -9.27029 -2.43946
H 2.74132 -9.52927 -1.42259
H 1.92285 -8.15569 -3.65595
H 0.59596 -6.95461 -5.00347
H 1.56196 -5.58233 -5.53186
H 0.08155 -5.31496 -4.61271
H 4.94098 -3.29301 -5.45153
H 4.01211 -4.64986 -4.82146
H 4.07239 -3.13694 -3.93077
H 3.99377 -3.02841 -7.50450
```

Output
Relative energy (zero: lowest compared OMol25 entry of this formula, charge and spin) in kJ/mol: 17.30
Total charge: +2
DFT total energy in eV: -87132.691
Kohn-Sham gap (spin up / spin down) in eV: 8.4 / 5.7
2S+1: 2
E_HOMO (spin up / spin down) in eV: -12.1 / -12.2

=====

No. 2
The following is a DFT calculation (ωB97M-V with the def2-TZVPD basis set) of a structure of composition C50H90N4O38P6 in a non-equilibrium geometry.

Structure (XYZ):
```
188
C50H90N4O38P6 (ωB97M-V with the def2-TZVPD basis set)
C 24.53557 6.01248 11.48725
C 24.80254 5.88354 13.00778
O 24.11370 4.89213 13.72471
C 24.18891 4.66596 15.03920
O 24.81943 5.34294 15.83237
O 23.43182 3.56979 15.29904
C 23.47254 2.97034 16.63763
H 23.51887 6.39848 11.41346
H 24.42332 5.07071 10.95007
H 25.16657 6.70933 10.93557
H 24.57187 6.84985 13.45627
H 25.86732 5.88051 13.24082
H 22.50582 2.67436 17.04498
H 23.69829 3.63019 17.47534
H 24.29513 2.25827 16.70406
C 21.48267 5.23693 16.16744
C 21.96920 6.59135 15.75957
O 20.97374 7.28244 14.90325
C 21.01296 8.56705 14.63642
O 22.01090 9.25192 14.69080
O 19.84349 8.99936 14.23561
C 18.66704 8.24863 13.94378
H 22.26671 4.77678 16.76881
H 21.46436 4.58059 15.29739
H 20.54688 5.25490 16.72606
H 22.92422 6.52403 15.23850
H 22.13979 7.28367 16.58400
H 18.55532 7.36286 14.56909
H 18.66785 8.20456 12.85467
H 17.83119 8.91248 14.16460
C 24.93529 0.88911 15.70942
C 24.82445 -0.28274 16.48053
C 25.79272 -0.62098 17.40834
C 26.90539 0.35369 17.69530
C 26.92977 1.53592 16.93991
C 25.97736 1.79723 15.89702
N 27.96841 0.17449 18.73550
O 28.94879 0.86080 18.73421
O 27.71381 -0.64095 19.57117
H 24.12297 1.13176 15.04036
H 24.04946 -1.02199 16.34167
H 25.63654 -1.58966 17.85962
H 27.72131 2.25912 17.06974
H 25.89080 2.73966 15.37670
C 28.60123 10.95124 14.34897
C 29.04168 9.93610 15.20574
C 28.67288 8.67255 14.83566
C 28.06780 8.42098 13.63969
C 27.70134 9.41698 12.79110
C 27.91487 10.72891 13.16826
N 27.65441 7.05977 13.40354
O 28.01791 6.14235 14.09471
O 26.79112 6.80086 12.54241
H 28.82244 11.98247 14.58145
H 29.61123 10.14917 16.09828
H 28.91031 7.94223 15.59504
H 27.41948 9.23663 11.76425
H 27.72474 11.52516 12.46383
C 24.72377 4.04515 8.90428
C 25.53954 3.68245 9.99912
C 26.50850 4.56883 10.43012
C 26.68917 5.79435 9.77029
C 25.96478 6.09407 8.70726
C 25.03989 5.20821 8.20047
N 27.76995 6.78681 10.27476
O 28.71574 6.39559 10.90316
O 27.62884 7.96200 10.00322
H 23.97769 3.35943 8.53073
H 25.41298 2.71231 10.45654
H 26.98228 4.25747 11.34936
H 26.33084 6.80456 7.98091
H 24.70700 5.26340 7.17453
C 26.15235 4.86058 20.51990
C 26.63039 3.83271 19.75662
C 25.82031 3.02667 19.02038
C 24.46260 3.05586 19.34812
C 23.93754 4.15539 20.13969
C 24.80075 5.03088 20.73395
N 23.50951 2.09372 18.82829
O 22.40954 2.41515 18.40648
O 23.85886 0.91505 18.82521
H 26.88502 5.48996 21.00308
H 27.70436 3.80369 19.64641
H 26.18867 2.21216 18.41435
H 22.88511 4.17770 20.38113
H 24.54288 5.89797 21.32391
C 21.61553 9.49154 12.95206
O 22.44878 9.75365 11.81940
P 22.42859 8.81877 10.50658
O 21.42492 7.71382 10.62977
O 22.22777 9.82322 9.14843
C 23.25773 10.77800 8.79589
O 23.91984 8.27907 10.44489
C 24.30192 7.23906 9.59491
H 21.35888 8.45266 13.15934
H 20.67154 9.97585 12.70219
H 22.11804 9.95887 13.79892
H 23.70806 10.37998 7.88655
H 24.05554 10.98740 9.50847
H 22.74327 11.72527 8.63431
H 23.64435 7.23966 8.72561
H 24.10882 6.27424 10.06387
H 25.31889 7.42888 9.25161
C 26.27504 7.46722 15.77420
O 26.97413 8.15523 16.83202
P 28.14645 7.31706 17.65905
O 29.49219 7.42809 17.07506
O 28.01414 8.01669 19.07493
C 26.90676 8.04376 19.81683
O 27.63061 5.75560 17.81705
C 28.51404 4.74257 18.41594
H 25.22031 7.52679 16.04274
H 26.37348 6.38505 15.68868
H 26.50334 7.98163 14.84074
H 26.02036 7.71592 19.27376
H 26.87941 9.12080 19.98219
H 27.06543 7.51463 20.75648
H 29.53028 5.10491 18.26076
H 28.62873 3.74474 17.99252
H 28.40689 4.66598 19.49795
C 27.32889 0.60951 13.94649
O 27.88062 0.97161 12.70383
P 26.94549 1.57143 11.38086
O 27.85270 2.17510 10.34687
O 26.12726 0.16919 10.94758
C 26.77520 -1.09994 10.88614
O 25.81664 2.50746 12.10074
C 26.14945 3.63496 12.96698
H 27.89130 1.06412 14.76204
H 27.31959 -0.45107 14.19783
H 26.27065 0.86707 13.90301
H 27.05042 -1.48075 11.86967
H 27.69658 -1.14135 10.30526
H 26.03107 -1.75446 10.43231
H 25.56158 4.53236 12.77416
H 27.18477 3.95719 12.85568
H 26.02357 3.40464 14.02491
C 21.79825 6.41619 13.24906
O 21.54682 4.94613 13.22290
P 21.20266 4.10760 11.87434
O 19.71868 4.16472 11.66534
O 21.84584 2.64496 12.07719
C 23.22661 2.31322 12.07661
O 22.12485 4.97144 10.77660
C 21.71958 4.93257 9.43182
H 22.46870 6.50660 14.10371
H 20.84109 6.89532 13.45488
H 22.10526 6.81001 12.28018
H 23.77605 1.91484 11.22367
H 23.47276 1.69756 12.94175
H 23.71558 3.21475 12.44573
H 21.04913 4.13585 9.10956
H 22.66262 5.06386 8.90120
H 21.15605 5.85712 9.30643
C 23.73653 6.15563 17.76280
O 23.66132 7.51917 17.38448
P 23.48631 8.62974 18.54044
O 22.79069 8.32499 19.80218
O 22.69022 9.76517 17.64214
C 23.29539 10.25279 16.46444
O 25.00099 9.26704 18.63954
C 25.15828 10.40736 19.39050
H 24.38758 5.64676 17.05196
H 22.72072 5.81634 17.96555
H 24.26282 5.96786 18.69868
H 23.60879 11.29638 16.43620
H 22.58550 10.26563 15.63741
H 24.18533 9.77429 16.05562
H 24.28165 10.74574 19.94289
H 25.57522 11.18321 18.74836
H 25.97438 10.17715 20.07538
C 21.83344 1.01012 17.30559
O 21.08061 1.80164 16.37137
P 19.91061 2.87816 16.65801
O 20.25772 4.13602 17.42841
O 19.17431 3.11291 15.20603
C 19.88794 3.49447 14.06534
O 18.82891 1.94281 17.32724
C 17.54289 2.44891 17.77660
H 21.85200 1.30982 18.35341
H 22.86227 0.91094 16.95945
H 21.39704 0.01491 17.39041
H 20.08198 2.59113 13.48703
H 20.83803 4.02201 14.14988
H 19.32058 4.04800 13.31714
H 17.35530 2.30065 18.84006
H 16.71274 1.89573 17.33733
H 17.59672 3.52956 17.64475
```

Output
DFT total energy in eV: -192762.536
Kohn-Sham gap in eV: 5.7
E_HOMO in eV: -7.4

=====

No. 3
The following is a DFT calculation (ωB97M-V with the def2-TZVPD basis set) of a cluster of 5 separate species, C50H92F3IN6O6 in total in a non-equilibrium geometry.

Structure (XYZ):
```
158
C50H92F3IN6O6 (ωB97M-V with the def2-TZVPD basis set)
C 0.64171 1.49037 1.35748
C 1.25255 0.31236 0.56188
C 2.01219 0.93626 -0.64981
C 0.21763 -0.67576 -0.03150
C -0.93602 -1.06452 0.91167
C -0.51361 -2.33121 1.70928
C -2.25298 -1.44494 0.18069
O -2.46214 -0.75690 -1.06110
C -3.49580 0.17950 -1.04205
C -4.84883 -0.44739 -0.85904
N -5.89838 -0.82023 -0.61169
C -3.18575 1.26394 0.01842
C -4.00860 2.56399 -0.11366
O -5.38656 2.37476 0.01278
C -3.56564 3.53309 1.01925
F -2.24034 3.54569 1.21585
F -4.13050 3.14798 2.17805
F -3.95829 4.77933 0.76491
C -3.48348 0.87787 -2.47124
I -2.73508 -0.53048 -3.96223
C -4.84028 1.23673 -2.92294
N -5.83723 1.75107 -3.14222
H 0.67812 1.23154 2.42841
H -0.40968 1.68086 1.12603
H 1.25772 2.38911 1.25618
H 2.03373 -0.19577 1.14147
H 2.65888 1.76308 -0.34692
H 2.52711 0.18107 -1.25397
H 1.23488 1.37122 -1.30287
H 0.76647 -1.60549 -0.24987
H -0.10471 -0.28545 -1.00390
H -1.18298 -0.30714 1.66609
H 0.44252 -2.19424 2.22002
H -1.29744 -2.52097 2.45956
H -0.50442 -3.20768 1.05269
H -3.08422 -1.32586 0.88753
H -2.19311 -2.51193 -0.07184
H -2.13215 1.54118 -0.10845
H -3.29490 0.88621 1.04279
H -3.80841 3.10343 -1.04594
H -5.56934 1.73318 0.70909
H -2.81409 1.73491 -2.50160
C -9.71251 -2.17344 -5.70440
C -8.17116 -2.07273 -5.67965
C -7.75247 -0.62970 -5.38452
C -7.95449 0.31447 -6.56695
C -7.27854 -0.23579 -7.82066
C -7.69496 -1.67242 -8.15349
N -7.59871 -2.56975 -6.96576
O -6.34868 -2.87841 -6.77690
C -9.12911 -1.68313 -8.72062
C -6.82637 -2.18667 -9.30500
C -7.74822 -2.96022 -4.50562
H -10.03796 -3.10193 -6.17694
H -10.11196 -2.17087 -4.68980
H -10.19571 -1.33932 -6.20938
H -6.69624 -0.60330 -5.09966
H -8.30881 -0.25351 -4.52299
H -9.02009 0.48316 -6.74769
H -7.53119 1.29180 -6.32500
H -7.50006 0.41422 -8.67104
H -6.19348 -0.19381 -7.67790
H -9.50165 -2.70415 -8.82049
H -9.14717 -1.23027 -9.71292
H -9.84107 -1.11471 -8.12714
H -5.76197 -2.13462 -9.07923
H -6.99204 -1.58012 -10.19581
H -7.07443 -3.22078 -9.55252
H -8.01615 -4.00363 -4.68554
H -8.25084 -2.63625 -3.59430
H -6.67773 -2.90947 -4.30941
C 7.91810 3.19961 1.57075
C 6.72253 2.25551 1.82601
C 7.04079 1.32623 3.00174
C 8.04025 0.22576 2.65050
C 7.58096 -0.54591 1.41554
C 7.27301 0.35597 0.21541
N 6.38541 1.49535 0.58688
O 5.16434 1.06299 0.69247
C 8.58844 0.87804 -0.39731
C 6.64567 -0.49276 -0.89422
C 5.57088 3.18291 2.22366
H 7.84305 3.67116 0.58953
H 7.93827 3.99942 2.31179
H 8.88644 2.70818 1.64626
H 6.11814 0.85521 3.35683
H 7.42483 1.91562 3.83792
H 9.03745 0.64618 2.49251
H 8.13330 -0.46212 3.49418
H 8.34412 -1.27637 1.13544
H 6.68757 -1.12227 1.67836
H 8.39121 1.63991 -1.15336
H 9.12750 0.06508 -0.88566
H 9.28072 1.29047 0.33279
H 5.74900 -1.01537 -0.56249
H 7.35250 -1.25395 -1.22566
H 6.38479 0.12157 -1.75827
H 5.29889 3.85076 1.40464
H 5.85695 3.80175 3.07437
H 4.68010 2.63296 2.52464
C 3.55737 8.85092 3.84049
C 3.31130 7.79395 2.74126
C 2.20068 8.27465 1.80145
C 0.80638 8.19089 2.41894
C 0.53676 6.78819 2.95717
C 1.62151 6.28807 3.91684
N 2.99229 6.47169 3.35533
O 3.20739 5.53959 2.47471
C 1.49495 7.01229 5.27258
C 1.35256 4.81606 4.24378
C 4.62807 7.73372 1.96183
H 4.12905 8.42973 4.66911
H 4.13322 9.68805 3.44440
H 2.64331 9.28830 4.23686
H 2.21071 7.67465 0.88548
H 2.40267 9.30407 1.49522
H 0.69061 8.93530 3.21174
H 0.05951 8.43868 1.66138
H -0.43224 6.76996 3.46179
H 0.45286 6.10004 2.10937
H 2.34589 6.78532 5.91721
H 0.59423 6.68528 5.79354
H 1.40731 8.09286 5.18804
H 1.30679 4.19222 3.35161
H 0.39196 4.71667 4.74976
H 2.12304 4.41359 4.90470
H 5.44353 7.37829 2.59539
H 4.89251 8.72766 1.60039
H 4.56576 7.08649 1.08755
C 0.10232 -8.79926 3.85529
C -0.11237 -7.74296 2.74882
C -0.19231 -8.43358 1.38346
C 1.16033 -8.92651 0.87425
C 2.18752 -7.79765 0.88811
C 2.30447 -7.10053 2.24757
N 0.97036 -6.71610 2.79487
O 0.55950 -5.64826 2.17698
C 3.04976 -8.01439 3.24157
C 3.21295 -5.87650 2.10002
C -1.47408 -7.12002 3.06909
H 0.43673 -8.33304 4.78348
H -0.83086 -9.31931 4.07400
H 0.81214 -9.57765 3.58288
H -0.60872 -7.73974 0.64568
H -0.88863 -9.27378 1.44031
H 1.51173 -9.77267 1.47131
H 1.04814 -9.30270 -0.14507
H 3.16468 -8.18871 0.59441
H 1.90927 -7.06435 0.12388
H 3.01070 -7.60517 4.25252
H 4.10113 -8.09804 2.96352
H 2.67316 -9.03406 3.26953
H 2.85770 -5.18304 1.33853
H 4.21380 -6.18959 1.80192
H 3.29834 -5.33493 3.04422
H -1.45284 -6.60252 4.03031
H -2.23568 -7.89803 3.12341
H -1.79915 -6.41350 2.30611
```

Output
DFT total energy in eV: -90813.121
Kohn-Sham gap (spin up / spin down) in eV: 8.1 / 9.0
2S+1: 5
E_HOMO (spin up / spin down) in eV: -8.3 / -9.1